Entry 1:
Density functional theory data (ωB97M-V with the def2-TZVPD basis set) for a molecular structure, C39H47N5O2Pd.

Computed properties:
energy above the lowest of the compared OMol25 structures with the same formula, charge and spin = 9.2 kJ/mol
electronic energy = -56231.077 eV
max |F| = 0.26 eV/A
HOMO (spin up / spin down) = -7.3 / -7.3 eV
orbital gap (spin up / spin down) = 5.805 / 5.808 eV
LUMO (spin up / spin down) = -1.46 / -1.46 eV

Geometry as ORCA input:
```
! wB97M-V def2-TZVPD RIJCOSX def2/J DEFGRID3
* xyz 0 1
Pd -1.71 -1.79 0.78
C -1.89 5.40 -1.48
C -2.46 5.20 -0.07
C -1.50 5.82 0.96
C -3.79 5.95 0.01
C -2.61 3.70 0.21
C -1.52 2.89 0.21
C -1.63 1.50 0.49
N -0.65 0.60 0.60
C 0.65 0.65 0.49
C 1.48 1.70 -0.05
C 2.82 1.62 -0.01
C 3.42 0.44 0.58
C 2.74 -0.63 1.07
C 1.28 -0.57 1.03
O 0.56 -1.48 1.48
C 3.44 -1.87 1.61
C 3.01 -2.13 3.06
C 3.09 -3.08 0.73
C 4.97 -1.72 1.59
C 3.75 2.68 -0.59
C 4.59 2.06 -1.71
C 4.67 3.21 0.52
C 2.97 3.86 -1.16
C -2.91 0.93 0.83
O -3.02 -0.28 1.20
C -4.07 1.78 0.79
C -3.88 3.10 0.49
C -5.46 1.21 1.09
C -6.55 2.28 0.99
C -5.50 0.63 2.51
C -5.80 0.11 0.06
H -1.78 6.46 -1.70
H -2.54 4.95 -2.23
H -0.90 4.93 -1.57
H -1.40 6.89 0.78
H -0.51 5.37 0.90
H -1.88 5.68 1.97
H -3.62 7.01 -0.17
H -4.25 5.85 1.00
H -4.51 5.59 -0.74
H -0.55 3.32 0.05
H 1.00 2.54 -0.53
H 4.50 0.41 0.60
H 1.94 -2.28 3.14
H 3.29 -1.29 3.70
H 3.52 -3.02 3.44
H 2.01 -3.24 0.72
H 3.58 -3.98 1.12
H 3.43 -2.92 -0.30
H 5.30 -0.88 2.21
H 5.35 -1.58 0.58
H 5.42 -2.63 1.99
H 5.21 1.24 -1.35
H 5.26 2.82 -2.13
H 3.96 1.69 -2.51
H 5.30 2.42 0.94
H 4.09 3.64 1.33
H 5.33 3.98 0.12
H 2.32 3.55 -1.99
H 3.66 4.61 -1.55
H 2.35 4.34 -0.40
H -4.75 3.74 0.46
H -6.41 3.08 1.72
H -7.52 1.82 1.19
H -6.59 2.72 -0.01
H -5.22 1.39 3.24
H -4.84 -0.22 2.62
H -6.52 0.30 2.74
H -5.82 0.52 -0.95
H -6.79 -0.30 0.28
H -5.09 -0.71 0.10
N -4.18 -3.40 -0.07
C -3.27 -2.76 0.25
N 3.71 -8.21 -5.75
C 3.15 -7.66 -4.90
C 2.45 -6.98 -3.85
C 1.83 -7.72 -2.84
C 1.15 -7.06 -1.82
C 1.10 -5.68 -1.82
C 1.71 -4.94 -2.82
C 2.38 -5.59 -3.84
N 0.41 -5.01 -0.77
C 0.27 -5.45 0.53
C -0.42 -4.48 1.18
N -0.70 -3.47 0.30
C -0.20 -3.81 -0.86
H 1.88 -8.80 -2.85
H 0.65 -7.64 -1.06
H 1.70 -3.86 -2.79
H 2.86 -5.03 -4.62
H 0.69 -6.37 0.89
H -0.72 -4.42 2.21
H -0.31 -3.25 -1.77
*
```

Let us look at the Mulliken charges, expressed in e, one per atom:
1. Pd 0.46
2. C -1.44
3. C 1.99
4. C -1.50
5. C -2.32
6. C -1.09
7. C 0.40
8. C -0.80
9. N 0.01
10. C -0.71
11. C -0.20
12. C -0.83
13. C 0.09
14. C -0.40
15. C 1.32
16. O -1.12
17. C 2.45
18. C -1.85
19. C -1.37
20. C -2.24
21. C 1.95
22. C -1.64
23. C -1.73
24. C -2.07
25. C 1.63
26. O -1.07
27. C -0.70
28. C 0.12
29. C 2.33
30. C -2.28
31. C -1.65
32. C -1.23
33. H 0.44
34. H 0.36
35. H 0.18
36. H 0.45
37. H 0.19
38. H 0.36
39. H 0.45
40. H 0.43
41. H 0.40
42. H 0.39
43. H 0.81
44. H 0.46
45. H 0.30
46. H 0.40
47. H 0.46
48. H 0.07
49. H 0.51
50. H 0.38
51. H 0.45
52. H 0.40
53. H 0.43
54. H 0.33
55. H 0.45
56. H 0.36
57. H 0.33
58. H 0.38
59. H 0.47
60. H 0.40
61. H 0.50
62. H 0.36
63. H 0.58
64. H 0.41
65. H 0.45
66. H 0.41
67. H 0.34
68. H 0.25
69. H 0.48
70. H 0.32
71. H 0.43
72. H 0.07
73. N -0.65
74. C 0.11
75. N -0.49
76. C 0.02
77. C 0.45
78. C -0.88
79. C -0.46
80. C 0.85
81. C -0.07
82. C -1.01
83. N 0.37
84. C -0.04
85. C -1.34
86. N 0.56
87. C -0.67
88. H 0.44
89. H 0.46
90. H 0.41
91. H 0.43
92. H 0.44
93. H 0.44
94. H 0.44

Entry 2:
Density functional theory data (ωB97M-V with the def2-TZVPD basis set) for a molecular structure, C21H46NOP3SeSm in a non-equilibrium geometry.

Computed properties:
electronic energy = -137152.155 eV
max |F| = 6.52 eV/A
<S²> = 8.768
HOMO (spin up / spin down) = -15.5 / -15.5 eV
orbital gap (spin up / spin down) = 4.166 / 4.383 eV
LUMO (spin up / spin down) = -11.30 / -11.08 eV

Geometry as ORCA input:
```
! wB97M-V def2-TZVPD RIJCOSX def2/J DEFGRID3
* xyz 3 6
Sm 0.50 -0.51 -1.39
P 2.51 1.54 -0.88
P -0.38 0.24 1.48
P -1.55 1.60 -1.58
H 1.01 -2.53 -3.31
C 1.10 -1.44 -3.45
C -0.01 -0.62 -3.68
H -1.05 -0.99 -3.68
C 4.14 0.73 -0.59
C 2.53 2.76 0.49
C 2.93 2.62 -2.29
C -1.87 -0.63 2.10
C 0.85 -0.46 2.64
C -0.63 1.88 2.28
C -2.21 1.85 -3.27
C -0.96 3.28 -1.15
C -3.10 1.45 -0.63
H 2.11 -1.15 -3.75
H 0.10 0.33 -4.22
H 4.10 -0.32 -0.94
H 4.39 0.73 0.47
H 4.92 1.25 -1.16
H 2.51 2.25 1.46
H 1.66 3.43 0.43
H 3.45 3.37 0.44
H 2.78 2.08 -3.23
H 3.98 2.92 -2.23
H 2.29 3.52 -2.31
H -1.92 -0.55 3.19
H -1.83 -1.68 1.80
H -2.78 -0.20 1.66
H 0.54 -0.23 3.67
H 1.84 -0.03 2.46
H 0.91 -1.55 2.52
H -0.76 1.72 3.36
H -1.52 2.38 1.89
H 0.24 2.52 2.12
H -2.98 2.63 -3.24
H -2.65 0.91 -3.63
H -1.40 2.15 -3.94
H -1.71 4.02 -1.46
H -0.01 3.49 -1.68
H -0.78 3.37 -0.07
H -3.83 2.18 -1.00
H -2.94 1.60 0.44
H -3.53 0.44 -0.78
C -3.45 -3.07 -2.14
C -2.64 -3.42 -3.23
C -3.04 -3.11 -4.53
C -4.22 -2.38 -4.75
C -4.93 -1.88 -3.66
C -4.52 -2.17 -2.36
Se -3.10 -3.85 -0.42
H -4.45 -3.49 0.04
H -1.72 -3.99 -3.04
H -2.45 -3.45 -5.39
H -4.55 -2.21 -5.78
H -5.82 -1.26 -3.82
H -5.03 -1.76 -1.48
C 2.36 -5.36 1.04
N 1.79 -4.39 0.11
C 0.81 -4.83 -0.87
C 2.08 -3.10 0.21
C 3.18 -2.67 1.12
O 1.39 -2.27 -0.49
H 1.94 -6.34 0.78
H 2.10 -5.11 2.07
H 3.46 -5.39 0.94
H -0.19 -4.41 -0.67
H 1.13 -4.55 -1.88
H 0.77 -5.92 -0.79
H 4.11 -3.20 0.87
H 3.34 -1.59 1.03
H 2.93 -2.89 2.17
*
```

Let us look at the Mulliken charges, expressed in e, one per atom:
1. Sm 0.53
2. P 1.13
3. P 0.67
4. P 0.86
5. H 0.23
6. C -0.44
7. C -0.25
8. H 0.07
9. C -1.37
10. C -1.35
11. C -1.38
12. C -1.20
13. C -1.15
14. C -1.36
15. C -1.25
16. C -1.11
17. C -1.09
18. H 0.41
19. H 0.37
20. H 0.34
21. H 0.37
22. H 0.48
23. H 0.34
24. H 0.33
25. H 0.51
26. H 0.40
27. H 0.48
28. H 0.38
29. H 0.45
30. H 0.25
31. H 0.36
32. H 0.52
33. H 0.27
34. H 0.29
35. H 0.51
36. H 0.41
37. H 0.29
38. H 0.50
39. H 0.33
40. H 0.37
41. H 0.50
42. H 0.19
43. H 0.20
44. H 0.52
45. H 0.28
46. H 0.16
47. C 0.28
48. C -0.38
49. C -0.77
50. C -0.45
51. C -0.75
52. C -0.29
53. Se -0.07
54. H 0.16
55. H 0.59
56. H 0.45
57. H 0.42
58. H 0.43
59. H 0.43
60. C -0.83
61. N 0.07
62. C -0.64
63. C 0.65
64. C -1.21
65. O 0.02
66. H 0.31
67. H 0.35
68. H 0.33
69. H 0.12
70. H 0.19
71. H 0.37
72. H 0.50
73. H -0.14
74. H 0.49

Entry 3:
Density functional theory data (ωB97M-V with the def2-TZVPD basis set) for a molecular structure, C3H10N2O2 in a non-equilibrium geometry.

Computed properties:
energy above the lowest of the compared OMol25 structures with the same formula, charge and spin = 472.6 kJ/mol
electronic energy = -10344.590 eV
max |F| = 5.01 eV/A
HOMO = -7.7 eV
orbital gap = 7.982 eV
LUMO = 0.30 eV

Geometry as ORCA input:
```
! wB97M-V def2-TZVPD RIJCOSX def2/J DEFGRID3
* xyz 0 1
C -0.87 -2.56 1.76
O -1.17 -1.20 1.83
O -0.01 -0.25 0.12
H -1.00 -0.61 0.76
H -1.17 -3.02 0.81
H 0.20 -2.76 1.90
H -1.41 -3.07 2.57
C 0.05 0.49 -2.32
N 1.09 2.09 0.78
C 0.82 1.90 -0.53
N 0.26 0.82 -0.93
H 0.75 1.36 1.39
H 1.34 3.00 1.12
H 1.17 2.64 -1.24
H -1.01 0.28 -2.49
H 0.37 1.30 -2.98
H 0.61 -0.42 -2.56
*
```

Let us look at the natural (NBO) charges, expressed in e, one per atom:
1. C -0.23
2. O -0.82
3. O -0.65
4. H 0.50
5. H 0.14
6. H 0.13
7. H 0.15
8. C -0.41
9. N -0.77
10. C 0.32
11. N -0.08
12. H 0.45
13. H 0.41
14. H 0.20
15. H 0.22
16. H 0.20
17. H 0.23

Entry 4:
Density functional theory data (ωB97M-V with the def2-TZVPD basis set) for 2 unconnected molecules or ions with the total composition C4H7NO2 in a non-equilibrium geometry.

Computed properties:
energy above the lowest of the compared OMol25 structures with the same formula, charge and spin = 703.7 kJ/mol
electronic energy = -9839.986 eV
max |F| = 1.92 eV/A
HOMO (spin up / spin down) = -8.0 / -9.0 eV
orbital gap (spin up / spin down) = 7.093 / 8.972 eV
LUMO (spin up / spin down) = -0.92 / -0.06 eV

Geometry as ORCA input:
```
! wB97M-V def2-TZVPD RIJCOSX def2/J DEFGRID3
* xyz 0 1
C 0.67 2.13 0.01
C -0.19 -1.43 0.57
C -0.85 -0.67 -1.44
C -0.81 -1.77 -0.76
O 0.50 0.83 -0.48
O -1.08 -1.41 1.57
N 0.98 -0.91 0.74
H -0.73 -0.82 2.25
H 1.57 -1.03 -0.07
H -1.03 0.34 -1.78
H -1.18 -2.77 -0.97
H 0.17 2.30 0.97
H 0.26 2.85 -0.72
H 1.73 2.37 0.11
*
```

Let us look at the natural (NBO) charges, expressed in e, one per atom:
1. C -0.28
2. C 0.52
3. C 0.08
4. C -0.38
5. O -0.54
6. O -0.68
7. N -0.62
8. H 0.50
9. H 0.37
10. H 0.26
11. H 0.25
12. H 0.16
13. H 0.18
14. H 0.19

Q: Which of these has the lowest max |F|?
A: C39H47N5O2Pd